1.
Molecular formula: C30H30IIrNO2S3Te
Method: DFT, ωB97M-V/def2-TZVPD

Last column: natural (NBO) charge in e.
Element x y z (Å)
Ir  0.051  0.389  0.354  0.8131
I  0.171  3.482  -0.191  0.2999
Te  1.073  -2.428  0.590  0.6029
S  -1.956  0.648  -2.634  1.2921
S  -2.674  -1.230  2.142  1.2795
S  1.557  1.077  3.378  0.4007
O  -1.515  -1.129  1.149  -0.9845
O  -1.394  0.402  -1.245  -1.0427
N  1.482  1.074  -1.179  -0.5317
C  -0.662  -1.759  -3.024  -0.2384
C  -3.685  0.054  -2.476  -0.5663
C  -0.197  -2.798  -3.818  -0.1877
C  -4.150  -0.072  0.007  -0.4187
C  2.383  0.305  -1.807  0.0627
C  -3.143  1.261  5.254  -0.1816
C  -1.515  -0.647  -5.001  -0.1498
C  -0.390  -2.763  -5.193  -0.1756
C  1.687  2.396  -1.160  0.1177
C  3.528  0.829  -2.371  -0.2277
C  -3.844  -0.862  -1.269  -0.4206
C  -2.348  1.511  2.596  -0.2593
C  2.833  -1.562  1.489  -0.6443
C  -2.776  2.500  4.746  -0.1716
C  6.040  -3.346  2.401  -0.1856
C  5.881  -4.539  1.707  -0.1880
C  5.060  -2.371  2.333  -0.2222
C  -2.703  0.276  3.116  -0.1943
C  -3.111  0.141  4.436  -0.2249
C  0.711  0.835  2.139  -0.2483
C  3.921  -2.586  1.562  0.0193
C  -1.049  -1.692  -5.784  -0.2008
C  -4.249  -0.968  1.235  -0.5761
C  2.785  3.013  -1.717  -0.2739
C  3.764  -3.773  0.863  -0.1024
C  3.739  2.200  -2.317  -0.0917
C  -1.322  -0.703  -3.627  -0.2935
C  4.745  -4.758  0.949  -0.1779
C  2.542  -3.966  0.022  -0.5877
C  -2.385  2.627  3.419  -0.1908
H  2.563  -1.205  2.475  0.2232
H  -0.524  -1.770  -1.950  0.2291
H  3.132  -0.692  0.899  0.2153
H  -4.610  -1.964  0.973  0.2454
H  -1.196  -1.667  -6.855  0.2414
H  2.901  4.086  -1.676  0.2638
H  2.080  -4.940  0.176  0.2472
H  4.633  2.638  -2.742  0.2547
H  -0.020  -3.571  -5.809  0.2389
H  4.242  0.171  -2.843  0.2558
H  5.169  -1.447  2.889  0.2144
H  -5.104  0.445  -0.122  0.2343
H  -2.122  3.599  3.020  0.2269
H  4.622  -5.693  0.416  0.2237
H  -4.316  0.940  -2.394  0.2428
H  2.153  -0.752  -1.851  0.2320
H  6.923  -3.183  3.004  0.2319
H  -3.392  -0.833  4.820  0.2397
H  -2.026  0.197  -5.449  0.2245
H  -2.798  3.371  5.386  0.2404
H  0.312  -3.639  -3.364  0.2258
H  2.762  -3.870  -1.042  0.2291
H  -3.443  1.165  6.288  0.2438
H  -4.912  -0.557  1.997  0.2584
H  -3.911  -0.443  -3.418  0.2600
H  -4.664  -1.555  -1.467  0.2366
H  -2.055  1.612  1.558  0.2111
H  -3.390  0.692  0.165  0.2162
H  6.649  -5.299  1.761  0.2337
H  -2.942  -1.462  -1.131  0.2306

Computed properties:
2S+1 = 2
Charge = +2
Energy above the lowest of the compared OMol25 structures with the same formula, charge and spin = 0.000 eV

***

2.
Molecular formula: C4H10N2O
Method: DFT, ωB97M-V/def2-TZVPD

Last column: natural (NBO) charge in e.
Element x y z (Å)
O  1.710  0.817  -1.615  -0.5315
N  2.802  0.241  1.278  -0.6378
N  1.510  0.251  0.691  -0.5401
C  -0.939  -1.087  -1.059  -0.6177
C  1.277  0.530  -0.552  0.8026
C  -0.812  0.289  -0.418  -0.4958
C  -1.847  0.461  0.728  -0.6034
H  -2.850  0.309  0.316  0.2148
H  -0.275  -1.176  -1.919  0.2198
H  3.506  0.522  0.600  0.3487
H  -1.831  1.454  1.178  0.2173
H  -0.979  1.085  -1.143  0.2240
H  0.090  0.439  0.552  0.4144
H  3.007  -0.706  1.580  0.3567
H  -1.720  -0.286  1.513  0.2094
H  -0.688  -1.861  -0.330  0.2093
H  -1.960  -1.282  -1.400  0.2093

Computed properties:
SMILES = NN=C=O.CCC
Charge = 0
Energy above the lowest of the compared OMol25 structures with the same formula, charge and spin = 5.182 eV

***

3.
Molecular formula: C46H47BF7O2
Method: DFT, ωB97M-V/def2-TZVPD

Last column: Mulliken charge in e.
Element x y z (Å)
F  -1.029  -10.272  4.403  -0.2802
F  3.102  -3.865  -2.594  0.0735
F  -0.634  4.220  -1.852  -0.3638
F  -6.032  12.747  -3.296  -0.3279
F  0.281  -4.995  1.223  -0.2184
F  -5.216  6.023  -1.580  -0.3349
F  4.856  -3.556  3.419  -0.3014
O  4.642  -0.252  0.783  -0.9527
O  5.712  -2.379  0.653  -0.7159
C  0.203  -13.642  3.989  -0.3284
C  -1.101  6.355  1.026  -0.4555
C  -1.785  -6.982  3.414  -0.3812
C  0.941  4.996  -0.283  -0.2715
C  2.805  -0.526  -0.659  -0.8634
C  -0.472  -6.008  1.677  0.3939
C  3.874  -3.832  0.217  -0.4970
C  1.386  -5.018  -3.700  -0.4308
C  -5.608  8.342  -1.624  -0.6560
C  1.506  -5.277  -6.090  -0.5256
C  0.200  6.422  1.506  -0.3933
C  -6.519  14.885  -0.423  -0.3343
C  -1.384  5.615  -0.113  -0.3938
C  0.911  1.109  -0.021  -0.5399
C  2.708  -4.582  -6.106  -0.3918
C  -4.197  14.284  -0.587  -0.4480
C  4.447  -2.418  0.029  0.0177
C  -4.469  13.531  -1.720  -0.0903
C  -3.617  7.404  -2.611  -0.3206
C  3.251  -4.097  -4.924  -0.5574
C  -3.989  9.779  -2.674  -0.1819
C  -0.694  -7.099  0.860  -0.4038
C  3.356  -4.188  1.627  -0.2459
C  -4.813  7.257  -1.939  0.2744
C  3.599  -1.213  0.479  0.2839
C  -0.246  -11.301  4.031  0.3576
C  2.581  -4.326  -3.738  0.2948
C  1.987  1.634  2.367  0.0380
C  -1.468  -8.148  1.335  -0.4034
C  -5.220  14.958  0.064  -0.4651
C  1.361  -13.399  3.262  -0.5086
C  1.708  -12.098  2.923  -0.3891
C  0.845  -5.492  -4.887  -0.4058
C  -0.608  -12.586  4.382  -0.5018
C  -5.187  9.613  -1.991  -0.0319
C  1.220  5.745  0.850  -0.4618
C  1.296  -0.352  -0.360  -0.9178
C  4.416  -4.611  2.641  -0.4808
C  -3.207  8.675  -2.985  -0.5996
C  -2.016  -8.090  2.609  -0.5660
C  0.899  -11.038  3.305  -0.3094
C  1.469  1.456  1.299  -0.5111
C  -0.358  4.944  -0.747  0.3035
C  -6.796  14.142  -1.562  -0.4698
C  -5.766  13.473  -2.193  0.2563
C  -1.004  -5.933  2.950  -0.4311
B  5.819  -1.019  1.260  1.0921
H  -2.390  5.555  -0.507  0.5148
H  -2.275  8.802  -3.519  0.3689
H  0.700  -0.718  -1.203  0.4198
H  2.759  -3.387  2.071  0.2514
H  -1.643  -9.014  0.709  0.3672
H  6.914  -0.505  1.014  -0.2992
H  -2.213  -6.935  4.406  0.3707
H  -3.685  12.993  -2.235  0.3789
H  -3.667  10.769  -2.963  0.2637
H  2.612  -11.907  2.360  0.3600
H  -5.796  10.473  -1.745  0.2732
H  0.420  7.002  2.393  0.3818
H  3.226  -4.417  -7.041  0.3518
H  3.959  -5.328  3.337  0.3178
H  3.266  0.447  -0.828  0.4234
H  2.234  5.797  1.222  0.3871
H  -0.262  -7.122  -0.133  0.4540
H  -0.071  -14.656  4.251  0.3515
H  4.643  -2.339  -1.058  0.1257
H  1.993  -14.224  2.960  0.3623
H  -6.542  8.189  -1.099  0.4237
H  1.347  1.747  -0.795  0.1848
H  4.182  -3.547  -4.916  0.4211
H  2.494  1.567  3.301  0.4603
H  1.721  4.454  -0.802  0.3785
H  -0.094  -6.029  -4.873  0.3592
H  3.054  -4.014  -0.474  0.0302
H  -5.006  15.541  0.950  0.3706
H  1.008  -0.960  0.504  0.3459
H  -1.897  6.879  1.537  0.3615
H  -7.800  14.080  -1.960  0.4180
H  -3.016  6.532  -2.838  0.5197
H  1.147  -10.017  3.045  0.4844
H  2.932  -1.127  -1.566  0.2441
H  4.635  -4.579  -0.039  0.3686
H  2.689  -5.050  1.514  0.1234
H  -7.318  15.407  0.085  0.3547
H  1.083  -5.650  -7.013  0.3549
H  -1.510  -12.753  4.956  0.4045
H  -0.804  -5.065  3.564  0.4389
H  5.301  -5.054  2.179  0.1989
H  -3.184  14.341  -0.212  0.3695
H  3.078  -1.273  1.445  0.3906
H  -2.620  -8.908  2.974  0.3732
H  5.741  -1.033  2.508  -0.4042
H  0.891  -5.180  -2.751  0.5085
H  -0.177  1.203  -0.038  0.3644

Computed properties:
E = -2655.40253 Ha
Charge = -1

***

4.
Molecular formula: C2HClO4
Method: DFT, ωB97M-V/def2-TZVPD

Last column: natural (NBO) charge in e.
Element x y z (Å)
Cl  2.096  -1.838  0.857  -0.4043
O  0.205  0.500  1.135  -0.4903
O  0.646  -0.306  -0.900  -0.6390
O  -1.789  1.837  0.446  -0.4580
O  -1.783  -0.156  -0.500  -0.5220
C  0.651  -0.264  0.317  0.9629
C  -1.722  0.993  -0.319  0.9845
H  1.696  -0.765  -1.036  0.5663

Computed properties:
SMILES = O=C(O)Cl.O=C=O
Charge = 0
Energy above the lowest of the compared OMol25 structures with the same formula, charge and spin = 2.977 eV

***

5.
Molecular formula: H2N2O2S
Method: DFT, ωB97M-V/def2-TZVPD

Last column: natural (NBO) charge in e.
Element x y z (Å)
S  1.337  -0.159  0.202  2.1716
O  2.693  -0.621  0.136  -0.8075
O  0.986  1.164  0.636  -0.8026
N  0.292  -1.033  -0.465  -0.6308
N  -1.644  0.391  0.166  -0.5727
H  -1.233  0.604  -0.750  0.3192
H  -2.431  -0.346  0.075  0.3227

Computed properties:
Charge = 0
Energy above the lowest of the compared OMol25 structures with the same formula, charge and spin = 3.717 eV

***

What did we get for maximum force? Answer: 0.0632, 0.0349, 0.0616, 0.1436, 0.0421 Eh/bohr, in the order shown.